Below is C61H46Cl3KN6O5 as an isolated structure at a distorted geometry, with properties calculated with wB97M-V/def2-TZVPD.

Values from the calculation:
Charge: -2
Largest force on an atom, hartree/bohr: 0.027
Kohn-Sham gap, Ha: 0.19586

Last column: Löwdin charge in e.
CARTESIAN COORDINATES (ANGSTROEM)
K  -0.329  -0.858  -0.159  0.71
C  0.657  5.906  -4.533  -0.11
C  1.461  5.021  -5.235  -0.10
C  1.509  3.679  -4.871  -0.05
C  0.747  3.205  -3.812  -0.16
C  -0.037  4.108  -3.093  0.00
C  -0.087  5.443  -3.453  -0.07
C  0.798  1.780  -3.295  -0.13
C  -0.617  1.117  -3.104  -0.38
C  -1.730  1.719  -3.949  0.02
C  -2.833  1.746  -3.222  0.01
C  -2.478  1.174  -1.876  -0.24
N  -1.204  0.885  -1.820  0.09
C  -3.478  0.955  -0.876  -0.11
C  -3.197  0.551  0.451  -0.28
C  -4.180  -0.121  1.344  -0.02
C  -3.540  -0.414  2.479  -0.01
C  -2.156  0.083  2.329  -0.23
C  -1.179  -0.024  3.262  -0.05
C  -1.520  -0.543  4.618  -0.18
C  -0.852  -1.654  5.136  -0.04
C  -1.163  -2.143  6.395  -0.09
C  -2.147  -1.532  7.165  -0.11
C  -2.815  -0.426  6.661  -0.10
C  -2.498  0.064  5.399  -0.04
C  0.239  0.335  3.063  -0.24
N  0.778  0.599  1.888  0.11
C  2.096  0.924  2.130  -0.27
C  2.988  1.340  1.140  -0.06
C  4.370  1.650  1.627  -0.21
C  4.629  2.821  2.331  -0.03
C  5.909  3.101  2.788  -0.09
C  6.946  2.209  2.548  -0.12
C  6.694  1.039  1.844  -0.09
C  5.414  0.766  1.380  -0.03
C  2.776  1.561  -0.234  -0.25
C  3.706  2.240  -1.079  -0.03
C  3.076  2.420  -2.284  -0.03
C  1.792  1.812  -2.142  -0.26
N  1.611  1.291  -0.941  0.12
C  2.373  0.829  3.539  -0.05
C  1.196  0.471  4.134  -0.03
N  -2.021  0.652  1.058  0.03
C  -4.900  1.017  -1.278  -0.20
C  -5.377  0.370  -2.424  -0.05
C  -6.715  0.423  -2.786  -0.10
C  -7.630  1.108  -1.996  -0.13
C  -7.182  1.742  -0.844  -0.10
C  -5.839  1.702  -0.500  -0.05
H  0.621  6.952  -4.813  0.09
H  2.063  5.374  -6.064  0.09
H  2.162  3.003  -5.405  0.11
H  -0.588  3.758  -2.225  0.12
H  -0.700  6.126  -2.878  0.10
H  -1.619  2.069  -4.963  0.10
H  -3.802  2.123  -3.511  0.10
H  -5.191  -0.387  1.074  0.10
H  -3.919  -0.969  3.323  0.11
H  -0.116  -2.144  4.511  0.10
H  -0.646  -3.018  6.771  0.10
H  -2.394  -1.921  8.145  0.09
H  -3.583  0.061  7.249  0.09
H  -3.009  0.934  5.006  0.12
H  3.812  3.506  2.519  0.13
H  6.095  4.017  3.335  0.09
H  7.945  2.423  2.908  0.09
H  7.493  0.332  1.657  0.09
H  5.203  -0.148  0.838  0.10
H  4.682  2.600  -0.795  0.10
H  3.460  2.935  -3.151  0.10
H  3.316  1.021  4.025  0.10
H  1.007  0.335  5.187  0.10
H  -4.676  -0.197  -3.026  0.11
H  -7.045  -0.092  -3.681  0.09
H  -8.677  1.143  -2.271  0.08
H  -7.879  2.282  -0.214  0.09
H  -5.491  2.216  0.389  0.12
C  0.764  0.802  -5.771  0.00
C  1.037  0.589  -4.286  -0.45
O  -0.097  -0.109  -3.702  0.01
N  2.289  -0.094  -4.197  0.06
C  2.579  -0.800  -2.956  -0.13
C  3.218  -2.141  -3.229  -0.23
C  4.171  -2.640  -2.345  -0.04
C  4.698  -3.897  -2.557  -0.07
C  4.285  -4.613  -3.672  -0.09
C  3.366  -4.020  -4.519  -0.15
N  2.837  -2.815  -4.314  0.11
H  0.043  1.589  -5.970  0.06
H  0.355  -0.136  -6.152  0.09
H  1.682  1.035  -6.310  0.08
H  2.352  -0.768  -4.953  0.09
H  1.658  -0.955  -2.384  0.12
H  3.250  -0.235  -2.304  0.10
H  4.470  -2.045  -1.494  0.08
H  5.420  -4.312  -1.865  0.10
H  4.665  -5.603  -3.883  0.09
H  3.030  -4.540  -5.410  0.10
O  -0.548  3.120  0.397  -0.10
H  -1.074  2.338  0.639  -0.02
H  0.216  2.672  0.005  -0.01
Cl  2.985  -2.271  0.939  0.61
C  2.944  -2.535  2.676  -0.96
Cl  4.390  -3.443  3.259  0.44
H  2.046  -3.105  2.888  -0.01
H  2.944  -1.562  3.164  0.01
O  -2.248  -1.988  -1.708  0.03
C  -2.875  -2.268  -0.813  0.04
Cl  -5.316  -5.990  4.893  0.59
C  -4.030  -5.227  3.965  -0.67
C  -4.321  -4.685  2.727  -0.11
C  -3.298  -4.090  2.000  -0.02
C  -2.007  -4.020  2.509  -0.11
C  -1.750  -4.568  3.760  -0.03
C  -2.754  -5.181  4.495  -0.11
C  -0.887  -3.335  1.731  -0.63
O  0.116  -3.016  2.396  -0.05
O  -1.055  -3.145  0.505  -0.16
H  -5.331  -4.724  2.340  0.10
H  -3.499  -3.650  1.035  0.07
H  -0.745  -4.493  4.151  0.11
H  -2.558  -5.605  5.470  0.10

---

Below is a single C18H18N4O3S molecule at a distorted geometry, with properties calculated with wB97M-V/def2-TZVPD.

Values from the calculation:
ΔE to the lowest compared entry with this formula, charge and spin, kJ/mol: 325.5
SMILES: CSc1ccccc1OCc1cc(C(=O)N(C)Cc2ccncn2)no1
Largest force on an atom, hartree/bohr: 0.021
Kohn-Sham gap, Ha: 0.32378

Last column: Löwdin charge in e.
CARTESIAN COORDINATES (ANGSTROEM)
C  4.049  2.698  0.601  -0.37
H  4.318  3.621  1.105  0.03
H  3.716  2.904  -0.411  0.03
H  3.281  2.174  1.159  0.04
S  5.563  1.684  0.571  0.90
C  4.913  0.037  0.480  -0.47
C  5.420  -0.914  1.350  -0.11
C  4.954  -2.216  1.322  -0.09
C  3.965  -2.565  0.423  -0.08
C  3.459  -1.627  -0.463  -0.01
C  3.939  -0.324  -0.461  -0.27
O  3.541  0.651  -1.333  -0.07
C  2.444  0.409  -2.173  -0.10
C  1.175  0.168  -1.416  -0.24
C  0.082  -0.607  -1.668  0.07
C  -0.766  -0.375  -0.550  -0.16
N  -0.196  0.469  0.276  0.12
O  0.997  0.810  -0.249  0.04
C  -2.099  -1.012  -0.420  -0.40
O  -2.505  -1.719  -1.333  0.06
N  -2.810  -0.820  0.712  -0.09
C  -2.422  0.048  1.796  -0.06
H  -2.529  1.096  1.516  0.08
H  -3.066  -0.156  2.650  0.09
H  -1.386  -0.133  2.074  0.08
C  -4.149  -1.358  0.741  -0.10
C  -5.207  -0.323  0.460  -0.24
N  -4.819  0.930  0.265  0.14
C  -5.759  1.820  0.004  -0.20
N  -7.054  1.594  -0.081  0.08
C  -7.449  0.344  0.117  -0.13
C  -6.555  -0.675  0.398  0.00
H  -6.879  -1.691  0.554  0.11
H  -8.514  0.166  0.045  0.11
H  -5.428  2.839  -0.155  0.11
H  -4.341  -1.823  1.714  0.14
H  -4.205  -2.131  -0.034  0.13
H  -0.122  -1.248  -2.498  0.12
H  2.627  -0.432  -2.855  0.14
H  2.347  1.323  -2.770  0.15
H  2.697  -1.930  -1.165  0.11
H  3.579  -3.573  0.398  0.10
H  5.353  -2.948  2.008  0.10
H  6.181  -0.613  2.053  0.10

---

Below is C27H41ClN2O6PReSSe as an isolated structure at a distorted geometry, with properties calculated with wB97M-V/def2-TZVPD.

Values from the calculation:
Spin multiplicity: 4
ΔE to the lowest compared entry with this formula, charge and spin, kJ/mol: 140.3
Charge: -1
Largest force on an atom, hartree/bohr: 0.059
Kohn-Sham gap (spin up / spin down), Ha: 0.21902 / 0.16370

Last column: Löwdin charge in e.
CARTESIAN COORDINATES (ANGSTROEM)
Re  2.462  -0.465  -1.988  1.51
C  0.934  0.636  5.542  -0.05
C  1.051  1.021  4.098  -0.28
C  2.087  0.516  3.322  -0.03
C  2.213  0.868  1.988  -0.07
C  1.297  1.727  1.415  -0.27
C  0.268  2.246  2.180  -0.07
C  0.143  1.894  3.512  -0.02
S  1.319  2.213  -0.333  0.58
O  0.056  1.783  -0.881  -0.40
O  1.565  3.635  -0.343  -0.29
N  2.508  1.419  -1.117  -0.37
C  3.815  1.879  -0.721  -0.20
C  4.692  0.642  -0.326  -0.68
O  5.666  0.802  0.391  0.05
O  4.275  -0.457  -0.797  -0.15
H  1.245  -0.396  5.688  0.08
H  -0.091  0.747  5.889  0.07
H  1.582  1.272  6.148  0.08
H  2.796  -0.168  3.768  0.11
H  3.038  0.482  1.409  0.08
H  -0.443  2.914  1.722  0.12
H  -0.683  2.279  4.095  0.12
H  3.745  2.593  0.103  0.12
H  4.337  2.374  -1.551  0.12
N  1.699  -1.636  -0.139  -0.05
C  1.968  -3.065  -0.288  -0.13
C  2.398  -3.453  -1.744  -0.66
O  2.447  -4.639  -2.021  0.05
O  2.657  -2.505  -2.548  -0.20
H  2.274  -1.248  0.603  0.07
H  0.724  -1.435  0.087  -0.03
H  1.102  -3.682  -0.026  0.12
H  2.806  -3.372  0.344  0.13
C  -5.008  1.747  5.305  -0.07
C  -4.088  1.300  4.206  -0.30
C  -4.029  1.965  2.989  -0.03
C  -3.229  1.518  1.948  -0.32
C  -3.201  2.250  0.641  -0.10
C  -2.467  0.362  2.143  -0.58
Se  -1.454  -0.353  0.717  0.73
C  -2.480  -0.302  3.374  -0.33
C  -1.643  -1.523  3.588  -0.11
C  -3.294  0.175  4.382  -0.04
H  -5.327  2.775  5.158  0.06
H  -4.525  1.669  6.279  0.07
H  -5.899  1.117  5.326  0.07
H  -4.623  2.856  2.838  0.11
H  -3.486  3.293  0.774  0.07
H  -3.900  1.788  -0.059  0.08
H  -2.211  2.202  0.187  0.02
H  -0.590  -1.284  3.434  0.05
H  -1.912  -2.291  2.861  0.05
H  -1.777  -1.924  4.591  0.07
H  -3.316  -0.351  5.327  0.11
C  -1.241  -2.590  -1.895  -0.16
C  -0.454  -2.382  -3.175  -0.37
P  0.453  -0.780  -3.380  0.91
C  -0.868  0.492  -3.286  -0.38
C  -2.128  0.216  -4.093  -0.12
C  0.846  -0.854  -5.204  -0.39
C  0.181  -1.922  -6.068  -0.15
H  -1.689  -3.585  -1.902  0.08
H  -2.026  -1.845  -1.784  0.03
H  -0.603  -2.522  -1.022  0.00
H  -1.139  -2.454  -4.020  0.07
H  0.298  -3.165  -3.277  0.07
H  -0.388  1.418  -3.613  0.08
H  -1.102  0.625  -2.228  0.03
H  -1.900  0.066  -5.145  0.06
H  -2.797  1.069  -4.014  0.08
H  -2.651  -0.658  -3.713  0.06
H  1.924  -0.993  -5.275  0.04
H  0.621  0.140  -5.600  0.06
H  0.399  -2.918  -5.695  0.07
H  0.580  -1.855  -7.080  0.07
H  -0.897  -1.795  -6.126  0.06
Cl  2.903  1.545  -4.544  0.50
C  3.667  0.235  -3.651  -0.76
H  4.625  0.642  -3.308  0.01
H  3.892  -0.542  -4.394  0.01

---

Below is C12H31Br2IN2NbO3 as an isolated structure at a distorted geometry, with properties calculated with wB97M-V/def2-TZVPD.

Values from the calculation:
Charge: -1
Largest force on an atom, hartree/bohr: 0.023
Kohn-Sham gap, Ha: 0.27014

Last column: Löwdin charge in e.
CARTESIAN COORDINATES (ANGSTROEM)
C  -4.691  0.322  -2.429  -0.14
C  -3.868  1.341  -1.644  -0.27
C  -2.858  0.660  -0.706  -0.40
N  -1.621  1.423  -0.550  -0.34
Nb  0.293  0.808  -0.762  1.15
I  -0.329  -1.186  1.212  0.05
O  1.945  0.001  -1.104  -0.54
C  2.516  -1.000  -1.912  -0.28
C  1.999  -2.354  -1.445  -0.27
N  2.819  -3.483  -1.882  -0.06
C  2.023  -4.588  -2.383  -0.19
C  1.211  -5.384  -1.305  -0.41
C  -0.287  -5.359  -1.581  -0.05
O  1.501  -4.941  0.015  -0.06
C  0.891  2.677  0.501  -0.88
Br  2.306  3.717  -0.398  0.51
C  1.280  2.460  1.950  -0.90
C  1.565  3.718  2.759  -0.20
Br  2.819  1.249  2.150  0.58
H  -4.058  -0.210  -3.144  0.07
H  -5.125  -0.422  -1.753  0.07
H  -5.513  0.784  -2.981  0.06
H  -3.308  1.989  -2.322  0.10
H  -4.544  1.981  -1.066  0.09
H  -3.316  0.506  0.278  0.10
H  -2.637  -0.340  -1.095  0.05
H  -1.626  1.803  0.399  0.01
H  -0.476  -0.114  -2.132  -0.06
H  0.481  1.812  -2.189  -0.08
H  3.608  -0.986  -1.822  0.11
H  2.267  -0.820  -2.961  0.11
H  1.927  -2.288  -0.357  0.04
H  0.980  -2.484  -1.827  0.10
H  3.355  -3.812  -1.088  0.10
H  1.331  -4.171  -3.121  0.11
H  2.669  -5.286  -2.924  0.10
H  1.552  -6.423  -1.309  0.13
H  -0.717  -4.415  -1.229  0.08
H  -0.482  -5.437  -2.654  0.08
H  -0.806  -6.178  -1.079  0.07
H  0.980  -4.158  0.216  0.04
H  0.045  3.371  0.532  0.01
H  0.451  1.916  2.411  0.05
H  1.370  3.534  3.816  0.05
H  0.893  4.516  2.429  0.08
H  2.589  4.060  2.620  0.05
C  0.040  5.420  5.737  -0.17
O  -1.091  4.973  5.009  -0.12
H  0.345  6.365  5.291  0.08
H  -0.197  5.588  6.793  0.07
H  0.874  4.717  5.670  0.06
H  -1.376  4.127  5.364  0.07

---

Below is a single C7H11FO2 molecule at a distorted geometry, with properties calculated with wB97M-V/def2-TZVPD.

Values from the calculation:
ΔE to the lowest compared entry with this formula, charge and spin, kJ/mol: 560.2
SMILES: C=CCCOC(=O)[C@@H](C)F
Largest force on an atom, hartree/bohr: 0.178
Kohn-Sham gap, Ha: 0.35701

Last column: Löwdin charge in e.
CARTESIAN COORDINATES (ANGSTROEM)
C  3.290  0.388  -1.640  -0.04
C  3.003  0.472  -0.180  -0.17
C  2.295  -0.753  0.710  -0.16
C  0.670  -0.411  0.813  -0.20
O  -0.176  -1.480  0.274  -0.07
C  -1.604  -1.154  0.283  -0.19
O  -2.443  -2.167  -0.075  -0.02
C  -2.316  0.279  0.595  -0.17
C  -3.359  0.755  -0.623  -0.05
F  -3.206  0.080  1.798  -0.10
H  3.217  -0.648  -2.228  0.08
H  3.654  1.390  -2.174  0.07
H  3.226  1.462  0.423  0.10
H  2.474  -1.820  0.206  0.13
H  2.779  -0.835  1.787  0.11
H  0.394  -0.046  1.893  0.14
H  0.504  0.534  0.105  0.13
H  -1.602  1.188  0.763  0.14
H  -4.424  1.014  -0.179  0.10
H  -3.434  -0.031  -1.487  0.09
H  -2.945  1.782  -1.065  0.09

---

Below is a 3-piece molecular cluster, C5H13O3 overall at a distorted geometry, with properties calculated with wB97M-V/def2-TZVPD.

Values from the calculation:
ΔE to the lowest compared entry with this formula, charge and spin, kJ/mol: 122.7
Charge: -1
Largest force on an atom, hartree/bohr: 0.026
Kohn-Sham gap, Ha: 0.22517

Last column: Löwdin charge in e.
CARTESIAN COORDINATES (ANGSTROEM)
C  1.430  -0.857  1.218  -0.56
O  2.587  -1.221  1.757  -0.35
C  0.854  0.438  1.853  -0.19
C  -0.254  1.059  0.970  -0.23
C  -1.443  0.182  0.706  -0.20
C  -2.583  0.198  1.379  -0.04
H  0.647  -1.650  1.285  0.09
H  1.599  -0.603  0.114  0.06
H  0.529  0.260  2.877  0.10
H  1.688  1.137  1.796  0.10
H  0.211  1.237  0.004  0.09
H  -0.605  2.048  1.292  0.10
H  -1.341  -0.538  -0.086  0.09
H  -2.834  0.859  2.209  0.04
H  -3.449  -0.430  1.169  0.03
H  0.216  0.119  -3.593  -0.02
H  -0.093  0.006  -5.065  0.02
O  -0.349  0.522  -4.288  -0.10
H  1.048  -1.569  -2.290  0.05
H  1.165  -0.578  -1.169  0.00
O  0.977  -0.620  -2.139  -0.09